Record 1
Here is a molecular structure, C25H20BaCl5I2N4 from the Open Molecules 2025 dataset. Energies are from the ωB97M-V functional and the def2-TZVPD basis.

Each line ends with the Löwdin charge.
Element x y z (Å)
Ba (0.561, -1.056, -0.715)  1.713
C (1.629, 0.215, 2.481)  -0.184
C (0.381, -0.230, 3.248)  -0.101
C (-0.190, -1.609, 2.989)  -0.308
C (-0.731, -2.315, 4.060)  -0.044
C (-1.308, -3.554, 3.848)  -0.038
C (-1.338, -4.069, 2.561)  -0.042
C (-0.770, -3.312, 1.555)  -0.185
N (-0.200, -2.118, 1.754)  -0.064
N (1.454, 0.847, 1.152)  -0.276
C (2.800, 1.251, 0.688)  -0.149
C (2.860, 1.664, -0.766)  -0.297
C (3.363, 2.898, -1.139)  -0.006
C (3.454, 3.207, -2.489)  -0.028
C (3.026, 2.278, -3.420)  -0.034
C (2.514, 1.074, -2.964)  -0.142
N (2.445, 0.763, -1.668)  -0.043
C (0.577, 2.026, 1.193)  -0.122
C (-0.909, 1.739, 1.087)  -0.296
C (-1.827, 2.674, 1.547)  -0.008
C (-3.177, 2.428, 1.370)  -0.031
C (-3.574, 1.255, 0.744)  -0.034
C (-2.594, 0.380, 0.320)  -0.129
N (-1.288, 0.614, 0.486)  -0.033
H (2.291, -0.646, 2.353)  0.080
H (2.160, 0.931, 3.125)  0.132
H (-0.422, 0.504, 3.150)  0.118
H (0.657, -0.207, 4.304)  0.119
H (-0.694, -1.889, 5.053)  0.119
H (-1.728, -4.111, 4.675)  0.120
H (-1.779, -5.029, 2.339)  0.117
H (-0.764, -3.692, 0.535)  0.084
H (3.469, 0.398, 0.828)  0.133
H (3.194, 2.068, 1.307)  0.134
H (3.684, 3.603, -0.384)  0.122
H (3.849, 4.163, -2.806)  0.120
H (3.070, 2.479, -4.480)  0.118
H (2.143, 0.332, -3.662)  0.117
H (0.832, 2.658, 0.338)  0.134
H (0.770, 2.625, 2.095)  0.141
H (-1.485, 3.578, 2.034)  0.123
H (-3.913, 3.143, 1.715)  0.119
H (-4.617, 1.024, 0.582)  0.115
H (-2.856, -0.544, -0.186)  0.115
Cl (-0.834, -3.614, -2.688)  0.562
C (-1.375, -2.126, -3.521)  -0.717
C (-1.036, -0.936, -2.929)  -0.418
C (-1.440, 0.191, -3.603)  -0.715
Cl (-0.997, 1.758, -2.893)  0.614
C (-2.153, 0.170, -4.796)  -0.710
Cl (-2.627, 1.624, -5.589)  0.685
C (-2.483, -1.071, -5.350)  -0.703
Cl (-3.367, -1.151, -6.818)  0.699
C (-2.088, -2.248, -4.707)  -0.713
Cl (-2.478, -3.783, -5.377)  0.690
I (2.997, -3.856, 2.415)  0.115
I (2.863, -3.395, 5.022)  0.115

Calculated values
Orbital gap: 6.5 eV
Relative energy (zero: lowest compared OMol25 entry of this formula, charge and spin): 0.00 kcal per mole
Electronic energy: -4105.4414 Eh
Total charge: +1

Record 2
Here is C5H10O2 in the gas phase from the Open Molecules 2025 dataset. Energies are from the ωB97M-V functional and the def2-TZVPD basis.

Each line ends with the Löwdin charge.
Element x y z (Å)
C (1.277, -1.824, -0.051)  -0.037
C (0.569, -0.725, -0.826)  -0.421
O (-0.612, -1.254, -1.381)  -0.043
C (0.262, 0.494, 0.026)  -0.266
C (-0.845, 1.434, -0.367)  -0.144
C (-1.050, 1.657, 1.105)  -0.141
O (-0.690, 0.165, 1.215)  -0.054
H (1.446, -2.691, -0.698)  0.085
H (2.245, -1.474, 0.326)  0.084
H (0.661, -2.140, 0.797)  0.085
H (1.236, -0.339, -1.618)  0.154
H (-1.188, -0.483, -1.541)  0.075
H (1.162, 0.883, 0.528)  0.149
H (-0.744, 2.216, -1.111)  0.074
H (-1.423, 0.081, 0.370)  0.177
H (-2.038, 1.858, 1.522)  0.113
H (-0.268, 2.143, 1.703)  0.111

Calculated values
Orbital gap: 9.0 eV
Relative energy (zero: lowest compared OMol25 entry of this formula, charge and spin): 131.76 kcal per mole
Electronic energy: -346.8155 Eh

Record 3
Here is 2 unconnected molecules or ions with the total composition C8H19NO2Si2 at a distorted geometry from the Open Molecules 2025 dataset. Energies are from the ωB97M-V functional and the def2-TZVPD basis.

Each line ends with the Löwdin charge.
Element x y z (Å)
C (3.391, 0.712, 2.307)  -0.010
C (-0.367, -1.840, -0.481)  -0.262
C (0.216, -1.951, 0.900)  -0.247
C (-1.380, 0.217, -0.423)  -0.286
C (-0.460, 1.663, 2.198)  -0.125
C (-3.121, 0.028, 2.017)  -0.139
C (0.572, 1.623, -2.932)  -0.259
C (2.127, -0.863, -2.564)  -0.229
N (-0.344, -0.568, -1.069)  -0.294
O (2.361, 0.624, 1.726)  -0.040
O (-0.615, -1.276, 1.808)  -0.170
Si (-1.361, 0.077, 1.422)  0.456
Si (0.983, 0.340, -1.616)  0.610
H (4.400, 0.768, 1.861)  0.053
H (0.123, -2.528, -1.235)  0.142
H (-1.432, -2.005, -0.190)  0.129
H (0.261, -3.079, 1.268)  0.161
H (1.264, -1.647, 0.884)  0.097
H (-1.302, 1.313, -0.780)  0.096
H (-2.434, -0.064, -0.728)  0.105
H (0.540, 1.774, 1.813)  -0.019
H (-1.020, 2.570, 2.039)  0.024
H (-0.233, 1.627, 3.181)  -0.023
H (-3.482, -0.891, 1.669)  0.010
H (-3.197, -0.087, 3.104)  0.047
H (-3.673, 0.863, 1.722)  0.016
H (-0.147, 1.217, -3.680)  0.030
H (0.058, 2.657, -2.417)  0.088
H (1.368, 2.087, -3.462)  -0.014
H (1.496, -1.203, -3.399)  0.028
H (3.087, -0.465, -3.009)  0.045
H (2.319, -1.693, -1.935)  -0.020

Calculated values
Orbital gap (spin up / spin down): 8.5 / 6.3 eV
Relative energy (zero: lowest compared OMol25 entry of this formula, charge and spin): 15.03 kcal per mole
Electronic energy: -1100.3289 Eh

Record 4
Here is a molecular structure, C2H7N2OS at a distorted geometry from the Open Molecules 2025 dataset. Energies are from the ωB97M-V functional and the def2-TZVPD basis.

Each line ends with the Löwdin charge.
Element x y z (Å)
C (-0.368, -0.385, 0.293)  -0.748
C (0.593, 1.851, -0.540)  -0.212
N (0.357, -0.236, 1.442)  -0.149
N (-0.478, -1.692, -0.451)  0.256
O (0.165, 0.691, -1.129)  -0.151
S (-1.319, 0.441, 1.430)  1.057
H (0.038, 2.050, 0.346)  0.011
H (0.488, 2.699, -1.227)  0.115
H (1.608, 1.755, -0.193)  0.085
H (0.476, -1.176, 2.041)  0.168
H (-1.049, -1.585, -1.274)  0.163
H (-1.029, -2.393, 0.023)  0.166
H (0.517, -2.020, -0.761)  0.240

Calculated values
Orbital gap: 9.2 eV
Relative energy (zero: lowest compared OMol25 entry of this formula, charge and spin): 102.70 kcal per mole
Electronic energy: -662.9259 Eh
Total charge: +1

Record 5
Here is 4 unconnected molecules or ions with the total composition H8O4 at a distorted geometry from the Open Molecules 2025 dataset. Energies are from the ωB97M-V functional and the def2-TZVPD basis.

Each line ends with the Löwdin charge.
Element x y z (Å)
O (-0.064, 3.124, -0.066)  -0.050
H (-0.004, 3.053, 0.883)  0.024
H (-0.394, 2.288, -0.316)  -0.050
O (-0.223, 0.498, -0.812)  -0.072
H (0.650, 0.124, -0.554)  -0.017
H (-0.678, -0.326, -0.923)  0.026
O (2.052, -0.497, -0.060)  -0.018
H (2.414, -0.737, -0.922)  0.077
H (2.561, 0.283, 0.180)  0.074
O (-1.783, -2.564, 0.821)  -0.012
H (-2.409, -1.885, 0.646)  0.021
H (-2.122, -3.361, 1.122)  -0.004

Calculated values
Orbital gap: 11.2 eV
Relative energy (zero: lowest compared OMol25 entry of this formula, charge and spin): 24.93 kcal per mole
Electronic energy: -305.7395 Eh
SMILES: O.O.O.O

Record 6
Here is a molecular structure, C49H42EuN7O3 at a distorted geometry from the Open Molecules 2025 dataset. Energies are from the ωB97M-V functional and the def2-TZVPD basis.

Each line ends with the Mulliken spin population.
Element x y z (Å)
Eu (-17.110, -8.971, 5.492)  6.074
C (-20.016, -4.791, 2.585)  0.000
O (-19.490, -5.337, 3.809)  0.000
C (-20.408, -6.014, 4.559)  -0.003
C (-21.688, -5.489, 4.782)  0.004
C (-22.525, -5.975, 5.838)  -0.005
C (-22.177, -7.156, 6.469)  0.004
C (-20.997, -7.838, 6.055)  -0.005
C (-20.781, -9.185, 6.458)  0.004
N (-19.622, -9.827, 6.294)  -0.012
N (-19.384, -10.886, 7.080)  0.002
C (-18.360, -11.605, 6.597)  -0.008
O (-17.700, -11.329, 5.551)  -0.005
C (-17.959, -12.794, 7.446)  0.001
C (-18.247, -12.755, 8.970)  0.000
C (-18.958, -14.070, 9.293)  0.000
C (-17.737, -15.873, 8.909)  0.000
C (-16.357, -15.208, 8.625)  0.000
C (-16.465, -14.371, 7.378)  0.000
C (-19.944, -7.107, 5.354)  0.001
O (-18.691, -7.272, 5.510)  -0.007
H (-20.837, -5.405, 2.187)  0.000
H (-19.203, -4.828, 1.815)  0.000
H (-20.274, -3.695, 2.787)  0.000
H (-22.071, -4.657, 4.144)  0.000
H (-23.495, -5.470, 5.965)  0.000
H (-22.767, -7.590, 7.278)  0.000
H (-21.523, -9.692, 7.087)  0.000
H (-18.711, -11.827, 9.386)  0.000
H (-19.933, -14.061, 9.749)  0.000
H (-17.773, -16.960, 9.039)  0.000
H (-15.550, -15.947, 8.771)  0.000
H (-15.771, -14.594, 6.555)  0.000
C (-17.249, -9.729, 0.648)  0.000
C (-17.542, -9.717, 2.035)  -0.001
N (-16.762, -9.123, 2.988)  0.013
C (-15.698, -8.447, 2.531)  -0.002
C (-15.235, -8.458, 1.131)  0.002
C (-16.072, -9.094, 0.193)  0.000
C (-14.210, -7.515, 0.748)  0.000
C (-13.569, -6.666, 1.635)  -0.001
C (-13.886, -6.805, 2.973)  0.003
C (-13.276, -5.974, 4.087)  0.001
C (-14.452, -5.281, 4.724)  0.000
C (-15.464, -6.080, 5.063)  0.000
N (-15.186, -7.511, 4.813)  -0.018
C (-14.884, -7.665, 3.432)  -0.004
H (-17.896, -10.264, -0.030)  0.000
H (-18.529, -10.126, 2.392)  0.000
H (-15.742, -9.111, -0.826)  0.000
H (-13.951, -7.501, -0.302)  0.000
H (-12.711, -6.048, 1.297)  0.000
H (-12.434, -5.326, 3.808)  0.000
H (-14.599, -4.220, 4.782)  0.000
H (-16.426, -5.878, 5.604)  0.001
C (-18.217, -14.690, 5.489)  0.000
C (-17.971, -14.265, 6.981)  0.001
C (-18.753, -15.100, 8.070)  0.000
C (-17.971, -14.927, 10.091)  0.000
C (-16.528, -14.290, 9.876)  0.000
C (-16.726, -12.869, 9.304)  -0.001
C (-16.387, -12.895, 7.811)  -0.001
N (-15.419, -12.131, 7.057)  -0.001
C (-15.080, -10.835, 7.184)  0.001
N (-15.008, -10.341, 8.444)  -0.002
C (-15.547, -9.104, 8.847)  0.014
C (-16.546, -8.507, 8.048)  -0.015
C (-17.068, -7.270, 8.450)  -0.016
C (-16.677, -6.650, 9.633)  -0.003
C (-15.671, -7.227, 10.383)  0.001
C (-15.064, -8.422, 9.962)  -0.004
C (-13.816, -8.877, 10.694)  0.000
N (-14.903, -10.138, 6.061)  -0.005
C (-13.792, -9.368, 5.766)  0.002
C (-13.959, -7.862, 5.704)  -0.011
C (-12.709, -6.915, 5.244)  -0.001
C (-11.513, -7.714, 4.809)  0.000
C (-11.457, -9.039, 5.049)  0.000
C (-12.580, -9.917, 5.391)  -0.001
C (-12.285, -11.370, 5.313)  -0.001
H (-18.038, -15.763, 5.496)  0.000
H (-17.466, -14.216, 4.853)  0.000
H (-19.235, -14.472, 5.156)  0.000
H (-19.661, -15.609, 7.820)  0.000
H (-18.152, -15.368, 11.100)  0.000
H (-15.821, -14.525, 10.681)  0.000
H (-16.513, -12.006, 9.998)  0.000
H (-15.474, -12.343, 6.040)  0.001
H (-14.809, -11.004, 9.215)  0.000
H (-17.837, -6.739, 7.830)  -0.002
H (-17.061, -5.673, 9.916)  0.000
H (-15.400, -6.737, 11.313)  0.000
H (-13.277, -8.004, 11.128)  0.000
H (-13.065, -9.366, 10.117)  0.000
H (-14.200, -9.477, 11.558)  0.000
H (-14.235, -7.563, 6.731)  0.004
H (-12.460, -6.246, 6.096)  0.000
H (-10.680, -7.145, 4.377)  0.000
H (-10.527, -9.566, 4.831)  0.000
H (-11.389, -11.538, 4.688)  0.000
H (-13.113, -11.837, 4.793)  0.000
H (-12.150, -11.985, 6.224)  0.000

Calculated values
Orbital gap (spin up / spin down): 5.2 / 5.2 eV
2S+1: 7
Relative energy (zero: lowest compared OMol25 entry of this formula, charge and spin): 0.00 kcal per mole
Electronic energy: -3211.5893 Eh

Record 7
Here is a molecular structure, C18H29N2O2P2SeZr at a distorted geometry from the Open Molecules 2025 dataset. Energies are from the ωB97M-V functional and the def2-TZVPD basis.

Each line ends with the Löwdin charge.
Element x y z (Å)
C (-1.054, 3.223, -2.670)  -0.021
C (-1.118, 2.182, -1.767)  -0.366
N (0.076, 1.821, -1.206)  -0.120
C (1.267, 2.376, -1.420)  -0.322
C (1.322, 3.405, -2.331)  -0.029
C (0.159, 3.824, -2.958)  -0.018
C (-2.322, 1.428, -1.442)  -0.303
P (-2.496, 0.267, -0.094)  0.668
Zr (-0.014, 0.381, 0.301)  1.168
P (2.511, 0.269, 0.163)  0.749
C (2.459, 1.967, -0.555)  -0.229
C (-0.117, -1.673, 1.694)  -0.112
C (-0.495, -1.323, 3.070)  -0.413
C (-0.528, -2.396, 4.007)  -0.051
C (-0.105, -3.599, 3.623)  -0.032
C (0.294, -3.859, 2.294)  0.016
C (0.352, -2.882, 1.331)  -0.120
O (-1.539, -0.425, -3.558)  -0.081
O (1.119, -0.778, -3.360)  -0.124
H (-1.977, 3.541, -3.122)  0.119
H (2.280, 3.866, -2.504)  0.117
H (0.190, 4.636, -3.672)  0.121
C (-3.264, 0.910, 1.347)  -0.253
C (-3.275, -1.214, -0.602)  -0.252
H (3.386, 2.072, -1.121)  0.102
H (2.507, 2.652, 0.308)  0.113
H (-1.876, 0.186, -2.862)  -0.014
H (-3.259, 1.851, -1.807)  0.070
C (3.231, 0.327, 1.749)  -0.257
C (3.298, -0.811, -0.925)  -0.254
H (-1.216, -0.253, 3.359)  0.188
H (-0.824, -2.027, 4.969)  0.040
H (-0.133, -4.336, 4.372)  0.108
H (0.579, -4.854, 2.050)  0.115
H (0.636, -3.099, 0.306)  0.092
H (-0.223, -1.394, -0.816)  0.105
H (1.126, -1.732, -3.548)  0.058
H (0.165, -0.525, -3.501)  -0.006
H (-1.870, -0.041, -4.381)  0.078
H (0.286, -0.766, -1.332)  0.072
H (-4.293, 1.111, 1.065)  0.057
H (-3.240, 0.168, 2.149)  0.049
H (-2.781, 1.826, 1.702)  0.065
H (-4.321, -0.955, -0.749)  0.057
H (-2.850, -1.604, -1.532)  0.049
H (-3.190, -1.978, 0.180)  0.059
H (4.333, -0.482, -0.970)  0.060
H (3.255, -1.838, -0.538)  0.068
H (2.830, -0.795, -1.917)  0.037
H (4.267, 0.608, 1.598)  0.058
H (2.734, 1.034, 2.421)  0.055
H (3.175, -0.661, 2.215)  0.069
Se (0.103, 0.153, 5.357)  0.704
C (0.029, -0.144, 3.440)  -0.841
N (0.413, 0.358, 2.188)  -0.268

Calculated values
Orbital gap (spin up / spin down): 5.2 / 5.2 eV
Relative energy (zero: lowest compared OMol25 entry of this formula, charge and spin): 61.87 kcal per mole
Electronic energy: -4093.9202 Eh
Total charge: +1

Record 8
Here is C5H11N in the gas phase at a distorted geometry from the Open Molecules 2025 dataset. Energies are from the ωB97M-V functional and the def2-TZVPD basis.

Each line ends with the Löwdin charge.
Element x y z (Å)
C (-1.034, -1.761, 0.017)  -0.136
N (-1.979, -0.627, 0.099)  -0.119
C (-1.399, 0.612, 0.502)  -0.306
C (2.449, 0.852, -0.401)  -0.119
C (1.075, 0.651, 0.353)  -0.179
C (-0.098, 0.952, -0.178)  -0.160
H (-0.122, -1.673, -0.693)  0.101
H (-1.572, -2.680, -0.126)  0.066
H (-0.579, -1.926, 0.933)  0.042
H (-2.355, -0.594, -0.819)  0.081
H (-2.286, 1.386, 0.386)  0.145
H (-1.207, 0.620, 1.605)  0.113
H (3.331, 0.389, 0.278)  0.102
H (2.708, 1.941, -0.729)  0.085
H (2.310, 0.350, -1.385)  0.055
H (1.231, 0.209, 1.342)  0.100
H (-0.471, 1.298, -1.183)  0.130

Calculated values
Orbital gap: 9.9 eV
Relative energy (zero: lowest compared OMol25 entry of this formula, charge and spin): 52.31 kcal per mole
Electronic energy: -251.7792 Eh
SMILES: C/C=C/CNC